(1)
23
Properties=species:S:1:pos:R:3 method="wB97M-V/def2-TZVPD" total_charge=-1 spin_multiplicity=2 relative_energy_ev=2.445 s2=0.759 homo_lumo_gap_ev="2.73 / 7.15"
C 2.259 -0.311 -0.670
C 0.081 -2.146 -1.061
C 1.891 -0.667 -1.976
C 1.333 -0.120 1.671
C -2.545 1.023 0.563
C 0.767 -1.513 -2.061
C -1.923 2.364 0.346
C 0.465 -1.753 0.191
C 1.437 -0.731 0.393
H -1.862 2.753 -0.661
H -1.750 0.331 0.193
H -3.369 0.804 -0.073
H 2.188 0.479 1.945
H 2.276 -0.167 -2.730
H -2.944 0.582 1.391
H -2.274 3.158 1.096
H 0.421 -1.614 -3.184
H 3.276 0.330 -0.422
H -0.870 2.360 0.774
H 0.032 -2.045 1.198
H -0.605 -3.021 -1.303
H 1.239 -0.684 2.621
H 0.478 0.589 1.758



(2)
82
Properties=species:S:1:pos:R:3 method="wB97M-V/def2-TZVPD" total_charge=-2 relative_energy_ev=1.590 homo_lumo_gap_ev=4.95
Ge 1.712 0.263 -0.898
Sc -1.578 -0.001 0.539
Cl -2.650 -0.292 -2.360
S 0.885 0.433 2.190
F -6.739 -0.656 1.681
F -3.346 -4.901 1.228
F -7.614 -3.093 2.055
F -2.369 -2.433 0.849
O -3.955 -0.824 -2.466
O -2.674 0.964 -1.629
O -2.053 -0.124 -3.634
O -1.807 -1.180 -1.523
O -0.824 -0.430 2.154
N -2.400 2.059 1.446
N -3.859 -0.224 1.028
C 0.276 2.304 -4.985
C 2.014 -1.678 -1.292
C 1.224 -0.976 3.359
C 6.107 2.246 -1.340
C 1.177 1.245 -5.021
C 2.775 0.748 2.160
C -5.822 -1.662 1.560
C 2.262 -4.465 -1.674
C 5.031 2.952 -0.808
C 5.922 0.923 -1.719
C 3.243 0.432 3.568
C 2.941 -2.436 -0.569
C -4.461 -1.386 1.234
C 0.182 2.108 -2.588
C 3.596 0.995 -1.008
C 4.679 0.316 -1.559
C -1.600 3.222 1.063
C 1.572 0.628 -3.840
C 3.801 2.329 -0.650
C -2.403 1.924 2.907
C 1.209 -2.363 -2.202
C 1.077 1.041 -2.605
C -4.628 0.987 1.230
C 2.674 -0.972 3.825
C 0.529 0.709 0.460
C 3.070 -3.807 -0.752
C -4.176 -3.837 1.338
C 1.328 -3.734 -2.397
C -5.509 -4.071 1.653
C -0.219 2.735 -3.761
C -3.765 2.207 0.931
C -6.295 -2.940 1.753
C -3.681 -2.580 1.143
H -2.888 0.994 3.192
H -0.210 2.440 -1.630
H -1.623 3.331 -0.022
H 2.964 2.891 -0.242
H 0.452 -1.817 -2.756
H 2.352 -5.535 -1.817
H 3.796 -4.362 -0.168
H 3.275 0.066 1.459
H -0.044 2.781 -5.904
H 1.569 0.896 -5.970
H -5.901 -5.064 1.804
H 4.567 -0.718 -1.877
H 6.744 0.357 -2.146
H 3.262 -1.689 3.242
H -5.007 1.058 2.261
H -4.232 3.111 1.357
H -1.999 4.142 1.520
H -5.508 1.055 0.580
H -0.935 3.548 -3.719
H 2.744 -1.273 4.877
H -3.693 2.345 -0.146
H 3.583 -1.947 0.161
H -0.566 3.051 1.357
H -1.375 1.883 3.258
H 7.072 2.725 -1.463
H 2.827 1.151 4.284
H 4.332 0.445 3.684
H 0.542 -0.762 4.181
H 0.676 -4.233 -3.105
H 0.902 -1.914 2.908
H -2.927 2.783 3.361
H 5.153 3.991 -0.519
H 2.278 -0.195 -3.891
H 2.963 1.763 1.819



(3)
69
Properties=species:S:1:pos:R:3 method="wB97M-V/def2-TZVPD" total_charge=-1 smiles="CC(C)(C)c1cc([C@@H](c2ccc([N+](=O)[O-])cc2)[C@@H](Cl)S(=O)(=O)c2ccc([N+](=O)[O-])cc2)cc(C(C)(C)C)c1[O-]" homo_lumo_gap_ev=3.62
Cl -0.978 -3.338 -2.264
S -2.218 -1.832 -0.124
O 4.937 -4.392 2.885
O 5.050 -5.444 0.960
O 1.461 3.998 0.754
O -8.248 -4.181 -2.025
O -1.777 -2.972 0.667
O -2.289 -0.473 0.408
O -8.667 -2.042 -2.179
N -7.869 -2.990 -2.009
N 4.478 -4.668 1.751
C 1.182 -2.407 0.306
C 0.708 0.018 -0.016
C 3.279 -4.049 1.334
C -1.345 4.247 -0.091
C -3.849 -2.159 -0.880
C -4.328 -3.479 -0.948
C 1.735 -3.448 -0.419
C 2.695 -3.065 2.168
C -4.755 -1.113 -1.148
C 0.282 4.334 -1.986
C 2.730 -4.278 0.059
C -0.611 3.423 -1.146
C 1.314 2.788 0.447
C 1.675 -2.229 1.652
C -5.598 -3.755 -1.456
C -0.060 1.022 -0.546
C 4.315 1.133 2.310
C 3.433 2.276 1.835
C 2.908 3.015 3.066
C 4.315 3.245 1.044
C -0.820 -1.710 -1.333
C -1.630 2.756 -2.049
C 0.403 -1.383 -0.555
C -6.476 -2.709 -1.766
C 0.226 2.356 -0.422
C 2.208 1.766 0.990
C 1.891 0.438 0.701
C -6.027 -1.385 -1.662
H -0.627 4.739 0.571
H 2.270 2.359 3.663
H -3.736 -4.311 -0.571
H 1.005 4.858 -1.358
H 2.327 3.886 2.764
H 3.139 -5.085 -0.543
H -6.711 -0.588 -1.953
H -2.209 3.517 -2.566
H 0.824 3.746 -2.735
H -0.348 5.066 -2.496
H 1.381 -1.398 2.292
H -1.134 2.137 -2.800
H -1.986 3.596 0.514
H 5.155 3.557 1.667
H -2.325 2.143 -1.470
H 4.780 0.602 1.472
H 5.122 1.551 2.920
H -1.177 -0.979 -2.133
H 0.778 -1.479 -1.606
H -0.908 0.736 -1.125
H -5.947 -4.778 -1.578
H 3.738 3.353 3.688
H 2.645 -0.278 1.016
H 3.094 -2.940 3.186
H 4.715 2.773 0.145
H 3.760 4.137 0.756
H -1.961 5.001 -0.585
H 3.764 0.421 2.933
H -4.510 -0.076 -0.930
H 1.407 -3.581 -1.455



(4)
108
Properties=species:S:1:pos:R:3 method="wB97M-V/def2-TZVPD" total_charge=+1 spin_multiplicity=2 relative_energy_ev=0.000 s2=0.757 homo_lumo_gap_ev="7.36 / 6.45"
Au 0.474 1.574 1.430
Te -0.418 -1.811 -0.804
F 5.149 0.969 -0.982
F 5.316 2.260 3.479
O 1.324 -0.606 2.984
N 0.602 3.755 0.822
N 0.487 -0.389 0.881
N -4.319 1.522 1.633
N 1.137 2.316 3.740
N -1.753 1.603 1.525
N 0.407 5.653 -0.262
C 4.563 1.890 2.425
C 2.559 -0.092 -3.561
C 0.437 2.428 4.863
C 1.484 -0.185 -2.683
C 1.127 -2.602 1.791
C 2.328 2.027 6.226
C 1.288 -3.988 -2.326
C 0.997 5.941 0.942
C -3.835 2.794 2.156
C 1.086 -1.456 -2.248
C 3.172 1.818 2.547
C -2.339 1.465 0.168
C -3.752 0.433 2.417
C -3.656 -2.394 -3.889
C -2.408 -4.148 -0.194
C -2.289 2.854 2.109
C 5.258 1.618 1.264
C 0.975 2.297 6.128
C -3.915 -3.986 -2.147
C -5.580 -3.999 -4.035
C 4.511 1.254 0.167
C -2.083 -2.420 -2.069
C -3.878 1.393 0.252
C 1.722 -2.607 -2.729
C 0.184 -3.481 2.303
C 2.452 2.038 3.826
C 4.393 -1.093 -4.962
C 2.282 -3.097 1.194
C -4.365 -3.454 -3.345
C -1.857 -0.720 -3.976
C 0.060 6.605 -1.301
C 2.473 1.480 1.376
C 2.780 -2.461 -3.616
C 1.110 4.758 1.607
C 3.132 1.180 0.197
C 3.073 1.897 5.070
C -2.796 -3.487 -1.490
C 2.481 -4.466 1.098
C 0.181 4.330 -0.286
C 0.385 -4.850 2.206
C -2.209 0.461 2.362
C 1.530 -5.345 1.600
C 3.225 -1.215 -4.031
C 0.791 1.087 -2.297
C -2.530 -1.860 -3.273
C 0.960 -1.118 1.922
H -0.885 -0.505 -3.556
H -4.192 2.911 3.180
H 5.301 -1.471 -4.491
H -0.622 2.634 4.758
H 1.686 -6.413 1.525
H 6.334 1.689 1.229
H 1.392 1.942 -2.606
H 2.610 0.873 -0.696
H 4.569 -0.056 -5.242
H -2.471 -3.466 0.659
H -4.448 -4.821 -1.708
H -1.863 2.959 3.106
H -0.243 3.825 -1.136
H -1.706 -0.962 -5.028
H 1.312 -4.118 -1.241
H 2.883 0.888 -3.889
H -0.076 6.070 -2.238
H -0.857 7.132 -1.042
H -3.078 -4.982 0.006
H 0.268 -4.195 -2.658
H -0.184 1.174 -2.781
H 4.120 1.659 5.126
H -1.786 -0.444 1.922
H -1.753 0.592 3.345
H -5.356 -4.265 -5.068
H -4.339 2.187 -0.337
H -1.915 0.562 -0.283
H -4.236 0.440 -0.144
H 2.800 1.906 7.192
H -3.982 -1.970 -4.832
H -2.473 0.181 -3.936
H -4.107 0.522 3.445
H -1.386 -4.531 -0.212
H -6.381 -3.259 -4.055
H 1.942 -4.736 -2.770
H -0.710 -3.097 2.781
H -5.957 -4.887 -3.531
H 1.284 6.942 1.207
H 0.625 1.149 -1.224
H -0.354 -5.531 2.608
H 3.019 -2.407 0.801
H -4.271 3.600 1.565
H 3.381 -4.847 0.633
H -4.134 -0.510 2.021
H -1.998 2.324 -0.416
H 3.275 -3.352 -3.984
H 4.231 -1.670 -5.871
H 0.874 7.317 -1.419
H 0.347 2.398 7.001
H 1.526 4.560 2.576
H -1.923 3.687 1.505



(5)
9
Properties=species:S:1:pos:R:3 method="wB97M-V/def2-TZVPD" total_charge=-1 smiles="O=S(=O)([S-])OCF" relative_energy_ev=2.126 homo_lumo_gap_ev=8.11
S -0.725 2.113 -0.719
S 0.544 1.087 0.777
F 0.081 -1.449 -1.775
O -0.218 1.063 1.923
O 1.938 1.385 1.030
O 0.628 -0.690 0.180
C -0.321 -1.165 -0.450
H -0.838 -0.249 -0.652
H -1.089 -2.094 -0.314



(6)
15
Properties=species:S:1:pos:R:3 method="wB97M-V/def2-TZVPD" total_charge=+1 smiles="CC[C@@H]1N=[N+]1C" relative_energy_ev=5.290 homo_lumo_gap_ev=10.21
N 0.258 1.114 -0.182
N 1.343 0.707 0.174
C -0.378 -1.425 0.824
C 0.800 -0.073 -0.935
C -0.619 2.093 0.082
C 0.389 -1.373 -0.581
H -0.189 -1.923 -1.413
H 1.272 -1.944 -0.437
H 0.250 -1.200 1.735
H -0.695 -2.475 1.077
H -1.200 -0.819 0.770
H 1.372 0.017 -1.935
H -0.663 2.222 1.295
H -1.669 1.902 -0.240
H -0.269 3.177 -0.235



(7)
18
Properties=species:S:1:pos:R:3 method="wB97M-V/def2-TZVPD" total_charge=0 smiles=CSSCCN.O relative_energy_ev=0.246 homo_lumo_gap_ev=9.72
S -0.863 0.392 -0.506
S -0.200 0.893 1.303
O 2.973 1.673 -1.814
N 1.338 -1.962 -1.326
C 0.321 -2.206 -0.324
C -1.004 -1.439 -0.407
C -1.713 1.247 2.240
H 2.432 0.994 -1.417
H -1.549 -1.834 -1.275
H 0.787 -2.085 0.650
H -1.356 1.499 3.245
H -1.566 -1.688 0.503
H -2.528 0.545 2.254
H -0.009 -3.249 -0.357
H 1.880 -1.151 -1.092
H -2.032 2.242 1.892
H 1.000 -1.835 -2.263
H 2.633 2.479 -1.424



(8)
15
Properties=species:S:1:pos:R:3 method="wB97M-V/def2-TZVPD" total_charge=+1 relative_energy_ev=4.927 homo_lumo_gap_ev="7.70 / 7.71"
Cl 2.465 -0.732 -1.213
O -0.262 2.182 1.059
O 1.319 2.057 -0.408
N -0.472 -0.453 1.262
N 0.479 1.611 0.312
N 0.980 -1.983 0.593
C 0.288 0.142 0.276
C -1.053 0.524 -1.690
C 1.239 -0.883 -0.114
C -0.022 -1.707 1.404
H -1.308 -0.505 -1.894
H -1.799 1.154 -1.236
H -0.416 -2.415 2.112
H -0.264 0.975 -2.272
H -1.175 0.032 1.810



(9)
65
Properties=species:S:1:pos:R:3 method="wB97M-V/def2-TZVPD" total_charge=+1 relative_energy_ev=0.842 homo_lumo_gap_ev=10.24
K 1.953 11.044 20.618
O 0.080 10.726 22.804
O 3.887 11.919 18.916
O 1.127 12.124 18.044
O 3.922 14.708 23.545
O 0.955 8.590 19.951
O 3.767 8.681 20.980
O 0.599 13.324 21.706
O 3.051 11.939 23.064
C 1.953 7.588 19.840
C -0.146 12.201 17.423
C 0.380 14.503 20.944
C 3.535 11.304 24.236
C -0.277 13.207 22.793
C 4.808 13.671 23.208
C -0.102 8.403 19.040
C 4.206 10.647 18.419
C 4.063 12.655 22.368
C 4.721 8.613 22.025
C -1.180 10.242 22.317
C -0.084 11.914 23.567
C 2.876 7.564 21.034
C 4.471 15.619 24.465
C 2.212 12.377 17.152
C 3.381 12.853 17.976
H 1.515 6.591 19.729
H 3.592 12.016 25.063
H 5.645 14.055 22.603
H 5.518 7.902 21.800
H 3.229 13.783 18.530
H 4.792 10.136 19.182
H -1.323 13.264 22.447
H 3.358 9.983 18.206
H 3.584 13.241 21.579
H 5.267 13.248 24.110
H 2.779 10.567 24.520
H -1.542 10.913 21.534
H -0.976 9.253 21.909
H 5.161 9.603 22.153
H -1.901 10.135 23.127
H 0.805 11.976 24.199
H 1.985 13.136 16.402
H 5.363 16.117 24.063
H -0.905 11.813 24.285
H 3.704 16.339 24.731
H 4.831 15.119 25.377
H 4.245 8.378 22.982
H -0.347 11.284 16.855
H 4.198 13.178 17.306
H -0.184 13.027 16.707
H 0.261 15.357 21.613
H -0.454 14.391 20.249
H -0.447 7.363 19.013
H 4.803 11.991 21.902
H 1.292 14.671 20.368
H -0.927 12.339 18.167
H 0.172 8.634 18.001
H -0.930 9.045 19.331
H 2.353 7.496 21.990
H 4.482 10.784 24.085
H 2.466 11.423 16.681
H 3.490 6.661 20.916
H 2.558 7.781 18.945
H 4.832 10.677 17.520
H -0.176 14.026 23.516



(10)
68
Properties=species:S:1:pos:R:3 method="wB97M-V/def2-TZVPD" total_charge=0 smiles="O=C1C[C@H](C[C@H](O)C(F)(F)F)[C@H](CCCS)O1.O=C1CCCO1.O=C1CCCO1.O=C1CCCO1" homo_lumo_gap_ev=9.24
S 0.963 -1.510 -0.573
F -1.533 -4.673 -1.914
F -0.160 -5.641 -0.534
F -2.245 -6.232 -0.583
O 3.076 -4.173 -3.090
O -2.075 -7.354 -3.002
O 4.840 -5.537 -2.997
O -0.771 3.360 2.958
O -0.301 1.846 -2.145
O 0.585 3.872 -2.439
O 0.861 2.732 1.572
O -2.355 6.826 6.546
O -3.608 5.491 5.267
C -2.498 4.597 7.256
C 1.868 4.504 -2.256
C 0.638 2.583 -2.029
C 0.140 -6.463 -3.447
C -1.348 3.299 0.687
C 1.482 -5.944 -2.923
C 1.999 2.284 -1.440
C 2.675 -6.334 -3.802
C 1.676 -4.404 -2.769
C 2.572 3.674 -1.187
C -2.173 3.693 2.870
C 1.039 -1.997 -3.383
C 0.209 -1.423 -2.236
C -1.490 6.692 7.688
C -1.214 -5.860 -1.347
C -1.978 5.442 8.415
C -0.878 -6.912 -2.403
C -2.380 4.145 1.428
C 0.838 -3.495 -3.648
C -2.915 5.636 6.233
C 3.702 -5.362 -3.273
C -0.275 3.084 1.734
H -0.329 -5.749 -4.132
H -2.243 -6.829 -3.793
H 1.536 -4.140 -1.719
H 2.102 -1.781 -3.231
H -1.197 4.967 9.002
H -2.800 5.701 9.084
H -2.132 5.203 1.336
H -0.466 6.585 7.326
H -0.763 -1.922 -2.199
H -2.392 4.458 3.606
H 3.657 3.732 -1.257
H -0.460 -7.760 -1.850
H 1.888 1.678 -0.546
H 0.043 -0.358 -2.390
H -1.567 7.605 8.273
H 0.339 -7.366 -4.033
H -3.340 3.955 7.501
H 2.272 4.006 -0.194
H -2.750 2.796 3.106
H 2.393 4.482 -3.214
H -0.917 3.780 -0.187
H 1.992 -2.305 -0.879
H -3.402 4.006 1.085
H 2.568 1.722 -2.186
H 0.739 -1.467 -4.292
H -0.219 -3.741 -3.518
H 2.474 -6.105 -4.853
H 3.011 -7.359 -3.664
H 1.690 5.538 -1.973
H 1.667 -6.390 -1.940
H -1.738 2.324 0.388
H 1.092 -3.698 -4.695
H -1.714 3.985 6.804



(11)
7
Properties=species:S:1:pos:R:3 method="wB97M-V/def2-TZVPD" total_charge=0 relative_energy_ev=6.598 homo_lumo_gap_ev="8.97 / 9.17"
O 1.244 0.791 -0.066
O -1.707 0.783 -0.295
N 0.093 -0.518 0.913
N -0.281 -1.259 -0.121
C -0.872 0.053 0.096
H 0.337 -1.530 -0.918
H 1.187 1.680 0.392



(12)
8
Properties=species:S:1:pos:R:3 method="wB97M-V/def2-TZVPD" total_charge=0 relative_energy_ev=1.435 homo_lumo_gap_ev=12.17
F 0.217 1.599 1.001
F -1.569 -0.817 0.884
F 0.197 -1.867 0.237
F 1.810 0.453 0.091
F 0.361 1.402 -1.156
C -0.573 -0.815 -0.001
C 0.545 0.793 -0.051
H -0.988 -0.749 -1.004



What did the fifth record say?
9
Properties=species:S:1:pos:R:3 method="wB97M-V/def2-TZVPD" total_charge=-1 smiles="O=S(=O)([S-])OCF" relative_energy_ev=2.126 homo_lumo_gap_ev=8.11
S -0.725 2.113 -0.719
S 0.544 1.087 0.777
F 0.081 -1.449 -1.775
O -0.218 1.063 1.923
O 1.938 1.385 1.030
O 0.628 -0.690 0.180
C -0.321 -1.165 -0.450
H -0.838 -0.249 -0.652
H -1.089 -2.094 -0.314